# 1
Molecular formula: C2H4F2S2
Method: DFT, ωB97M-V with the def2-TZVPD basis set

Net charge ... 0
HOMO energy ... -9.249 eV
Energy relative to the best compared isomer or geometry (same formula, charge and spin) ... 0.162 eV
2S+1 ... 1
Frontier orbital gap ... 9.883 eV
SMILES ... CSSC(F)F

The geometry in XYZ format:
```
10
Properties=species:S:1:pos:R:3:forces:R:3:nbo_charge:R:1
C -1.87323 0.19268 -0.14048 1.95 1.33 0.42 -0.695
C 1.82592 -0.46034 0.19409 -1.61 0.67 3.18 0.483
F 1.00724 -1.57309 0.04950 0.92 0.83 -0.62 -0.360
F 2.44653 -0.11209 -0.89156 0.29 -0.31 -1.57 -0.310
S -0.56825 1.46132 -0.67047 -0.34 -1.03 0.71 0.073
S 0.70033 1.03314 0.82954 1.90 -0.93 0.10 -0.022
H -2.45278 0.65217 0.69487 0.64 -0.96 -0.50 0.230
H -1.26870 -0.74273 -0.02877 -1.23 0.82 0.28 0.247
H -2.39311 0.24854 -1.04187 -1.62 -0.74 -1.29 0.207
H 2.57605 -0.69960 1.00515 -0.89 0.32 -0.72 0.147
```
Forces are in eV/Å.


# 2
Molecular formula: C3H9N4
Method: DFT, ωB97M-V with the def2-TZVPD basis set

Net charge ... +1
HOMO energy ... -13.196 eV
Energy relative to the best compared isomer or geometry (same formula, charge and spin) ... 4.029 eV
2S+1 ... 1
Frontier orbital gap ... 8.677 eV
SMILES ... C=N/C=[NH+]\NCN

The geometry in XYZ format:
```
16
Properties=species:S:1:pos:R:3:forces:R:3:nbo_charge:R:1
C -1.41275 -1.17125 -0.15458 2.03 0.81 0.00 0.355
C -2.70471 0.83791 0.28340 2.27 -0.28 2.04 0.080
C 1.67086 0.58873 -0.23407 1.74 1.75 1.37 -0.064
N -2.36666 -0.27435 -0.22952 -2.75 0.97 -0.69 -0.406
N -0.18416 -0.83690 -0.46547 -0.42 0.41 0.18 -0.353
N 2.12294 -0.66648 0.28105 3.25 -0.79 -2.13 -0.843
N 0.22893 0.48757 -0.31483 -0.21 0.92 0.61 -0.478
H -1.62786 -2.17530 0.16517 -0.19 -0.33 -0.26 0.243
H -3.58508 1.50542 0.20095 0.30 -1.03 -1.04 0.239
H -1.95653 1.17378 1.04578 -1.05 0.20 -0.21 0.183
H 2.21943 0.78290 -1.14859 -0.30 -0.08 -0.58 0.194
H 1.97749 1.46188 0.46462 -0.96 -1.12 -1.03 0.196
H 0.77446 -1.27073 -0.34107 -0.34 -1.70 -0.14 0.453
H 1.81617 -0.79674 1.19184 -0.04 -0.27 2.32 0.380
H 3.19111 -0.82426 0.16691 -2.73 0.33 0.40 0.429
H -0.16364 1.17783 -0.91159 -0.61 0.20 -0.83 0.392
```
Forces are in eV/Å.


# 3
Molecular formula: C5H14N2
Method: DFT, ωB97M-V with the def2-TZVPD basis set

Net charge ... 0
HOMO energy ... -8.836 eV
Energy relative to the best compared isomer or geometry (same formula, charge and spin) ... 4.562 eV
2S+1 ... 1
Frontier orbital gap ... 9.809 eV

The geometry in XYZ format:
```
21
Properties=species:S:1:pos:R:3:forces:R:3:nbo_charge:R:1
C 0.17938 -0.77320 0.29674 0.19 2.39 -1.20 -0.271
N -1.14170 -0.11623 0.39321 0.39 -1.16 0.42 -0.450
C -2.12012 -1.19984 0.57868 -0.67 1.36 -0.06 -0.415
C -1.49484 0.62582 -0.80718 0.82 -0.14 0.14 -0.418
C 1.44106 0.17380 0.20011 -0.06 -5.78 0.51 0.208
C 1.24944 1.45402 0.71297 -0.04 0.86 -1.27 -0.596
N 2.39487 -0.51014 -0.32692 0.79 0.11 0.91 -0.742
H 0.26173 -1.33226 -0.63923 -0.03 -0.71 0.31 0.200
H 0.40741 -1.31533 1.20852 -0.34 -0.45 -0.12 0.218
H -3.01478 -0.72240 0.96682 -0.36 -0.13 0.18 0.196
H -2.42144 -1.64280 -0.37882 0.32 -0.40 0.03 0.171
H -1.78967 -1.92977 1.30061 0.20 -0.25 0.04 0.205
H -1.47976 -0.03068 -1.68764 -0.29 0.02 -0.15 0.167
H -0.74728 1.39638 -0.97411 -0.22 0.15 -0.15 0.190
H -2.44344 1.13701 -0.69230 -0.29 -0.17 0.00 0.209
H 0.00415 1.13983 -3.36602 -0.08 0.00 -0.01 -0.009
H 2.08794 2.11228 0.83787 0.37 0.24 -0.24 0.226
H 0.90420 1.29927 -0.48484 -0.34 2.98 2.02 0.319
H 0.50407 1.48343 1.49730 -0.60 0.43 -0.58 0.253
H 3.30050 -0.23458 0.05881 0.12 0.65 -0.79 0.330
H 0.73116 1.26407 -3.41478 0.12 0.01 -0.01 0.008
```
Forces are in eV/Å.